Entry 1:
Below is a structure of composition C18H54B2Ca2F10O9 at a distorted geometry, with properties calculated with ωB97M-V with the def2-TZVPD basis set.

Calculated values
* HOMO-LUMO gap: 6.83 eV
* net charge: 0
* LUMO energy: -2.4 eV
* energy relative to the best compared isomer or geometry (same formula, charge and spin): 303.2 kJ/mol
* energy: -103391.7381 eV
* M: 706.4 g mol⁻¹

Each line ends with the Mulliken charge.
Geometry (Å):
Ca 0.1219 -0.3697 0.2753  1.58
Ca -0.9755 1.4578 -2.8810  1.19
B 2.9298 -0.3794 -0.6260  -0.18
F 2.7182 0.1982 0.5911  -0.15
F 1.9923 -1.3491 -0.9305  -0.21
F 2.9147 0.6086 -1.5648  -0.22
F 4.2046 -0.8474 -0.5336  -0.30
B 2.9969 -3.4513 3.0929  0.39
F 3.4159 -2.1558 2.8060  -0.33
F 3.4289 -4.2344 2.0697  -0.36
F 3.4963 -3.8525 4.3099  -0.36
F 1.6257 -3.4055 3.1614  -0.57
F 0.1312 1.7373 -0.7181  -0.31
F -0.8021 -0.6972 -1.8582  -0.17
C -1.9667 5.7917 -0.6705  -1.24
C -2.1459 4.9583 -1.9138  -0.22
O -1.8943 3.6073 -1.5375  -0.33
H -2.0141 6.8089 -1.0593  0.40
H -0.9329 5.7360 -0.3295  0.32
H -2.7209 5.6807 0.1085  0.29
H -1.4001 5.4196 -2.5612  0.28
H -3.1110 5.0817 -2.4050  0.35
H -1.2089 3.6115 -0.8652  0.09
C 0.9084 -4.5709 0.1169  -1.52
C -0.1842 -3.5669 0.2629  0.28
O 0.2403 -2.5253 1.0587  -0.46
H 1.7890 -4.1697 -0.3848  0.26
H 0.5372 -5.4491 -0.4114  0.39
H 1.1380 -4.8448 1.1467  0.49
H -1.0965 -3.9636 0.7083  0.37
H -0.5411 -3.2504 -0.7172  -0.22
H 0.7105 -2.8841 1.8148  0.18
C -3.3809 0.7682 2.3747  -1.38
C -2.8922 0.5492 0.9919  0.24
O -2.1467 -0.6498 0.7643  -0.40
H -3.6866 1.8132 2.4271  0.42
H -2.6509 0.4684 3.1266  0.15
H -4.3374 0.2536 2.4668  0.42
H -2.0791 1.2437 0.7807  0.11
H -3.5854 0.8500 0.2063  0.33
H -2.8747 -1.2736 0.7141  -0.15
C 0.7331 -0.2650 6.6375  -1.08
C 0.9565 -1.6536 6.0646  -0.30
O 0.9159 -1.5572 4.6478  -0.32
H 0.9071 -0.3325 7.7113  0.42
H -0.2907 0.0865 6.5087  0.23
H 1.4199 0.4844 6.2440  0.22
H 0.1856 -2.3660 6.3585  0.31
H 1.9003 -2.0676 6.4196  0.34
H 1.4411 -2.2627 4.2630  0.33
C 0.5795 2.3223 3.5140  -1.62
C 1.2154 1.2423 2.6963  1.42
O 0.1851 0.2841 2.5201  0.07
H 0.1045 1.9956 4.4391  0.30
H -0.3396 2.6299 3.0153  0.25
H 1.1656 3.2048 3.7706  0.42
H 2.1189 0.9627 3.2383  0.23
H 1.5008 1.6137 1.7121  -0.55
H 0.0329 -0.2129 3.3272  -0.11
C -0.7620 -4.3791 -5.1788  -1.41
C -0.5772 -3.6426 -3.8230  0.29
O -1.2603 -2.4322 -3.8889  -0.61
H -1.7514 -4.5088 -5.6175  0.32
H -0.1869 -5.3021 -5.2527  0.38
H -0.2069 -3.8196 -5.9318  0.34
H 0.3632 -3.1959 -3.5002  0.24
H -0.9405 -4.3140 -3.0449  0.07
H -1.0471 -1.9037 -3.1164  0.17
C -3.7258 -2.6624 -1.1435  -0.31
C -5.1105 -2.3478 -0.7775  -0.38
O -5.2798 -1.2515 0.1059  -0.46
H -3.1217 -2.7101 -0.2374  -0.15
H -3.3546 -1.7703 -1.6480  0.10
H -3.6836 -3.5365 -1.7933  0.35
H -5.5561 -3.1709 -0.2190  0.24
H -5.8204 -2.1574 -1.5824  0.41
H -5.8792 -0.5986 -0.2630  0.30
C 3.2412 2.0485 -4.5988  -0.92
C 2.0482 1.0421 -4.7655  -0.42
O 1.3649 0.7338 -3.5916  0.02
H 3.8974 2.0958 -5.4679  0.39
H 3.7778 1.7040 -3.7149  0.26
H 2.7907 3.0256 -4.4238  0.17
H 2.4507 0.0557 -4.9961  0.26
H 1.3276 1.3439 -5.5256  0.45
H 2.0310 0.7461 -2.9004  0.19
C 3.0017 4.3342 -1.8473  -0.89
C 2.4720 4.5214 -0.4348  0.09
O 2.3682 3.2316 0.1833  -0.34
H 3.2564 5.2272 -2.4180  0.53
H 2.3345 3.8873 -2.5844  -0.06
H 3.9108 3.7495 -1.9877  0.31
H 1.5270 5.0636 -0.4667  -0.24
H 3.1395 5.2058 0.0886  0.38
H 1.5576 2.8249 -0.1315  -0.10

Entry 2:
Below is an isolated molecule of C4H8N2O, with properties calculated with ωB97M-V with the def2-TZVPD basis set.

Calculated values
* HOMO-LUMO gap: 7.57 eV
* net charge: 0
* LUMO energy: 0.4 eV
* energy relative to the best compared isomer or geometry (same formula, charge and spin): 201.9 kJ/mol
* energy: -9304.3009 eV
* M: 100.1 g mol⁻¹

Each line ends with the Mulliken charge.
Geometry (Å):
C -2.3131 -0.1316 0.1742  -0.99
N -1.0561 0.1106 -0.5014  -0.13
C 0.1437 0.0134 0.0189  0.44
N 0.3862 -0.2261 1.2994  -0.40
C 1.2919 0.0902 -0.9929  0.67
O 0.8936 -0.1436 -2.1675  -0.79
C 2.5102 0.3595 -0.4264  -1.11
H -3.1109 -0.1818 -0.5690  0.33
H -2.5517 0.6753 0.8773  0.31
H -2.2894 -1.0871 0.7151  0.34
H -0.9584 0.1487 -1.5252  0.32
H -0.3091 -0.3003 2.0238  0.22
H 1.3556 -0.4238 1.5126  0.24
H 3.4223 0.3037 -1.0071  0.28
H 2.5851 0.7928 0.5681  0.27